Version a
Entry from the OMol25 dataset: a single C3H5NO3 molecule (ωB97M-V with the def2-TZVPD basis set).

Output
HOMO-LUMO gap in eV: 11.1
SMILES: C[C@]1([N+](=O)[O-])CO1
Net charge: 0
HOMO energy in eV: -10.96

Cartesian coordinates (Å):
C: 0.179 0.933 -0.487
C: -0.790 -0.202 -0.259
N: -2.190 0.216 0.132
O: -2.955 -0.705 0.375
O: -2.452 1.381 0.095
C: -0.397 -1.545 0.206
O: -0.869 -1.307 -1.134
H: -0.136 1.539 -1.484
H: 1.280 0.664 -0.730
H: 0.157 1.591 0.449
H: 0.595 -1.995 0.316
H: -1.183 -2.096 0.892

***

Version b
Entry from the OMol25 dataset: a molecular structure, C3H5NO3 (ωB97M-V with the def2-TZVPD basis set).

Output
HOMO-LUMO gap (spin up / spin down) in eV: 8.3 / 8.4
Net charge: 0
HOMO energy (spin up / spin down) in eV: -9.94 / -9.94

Cartesian coordinates (Å):
C: 0.833 1.076 -0.792
C: -0.333 0.131 -0.610
O: 0.091 -1.210 -1.227
O: -1.498 0.456 -0.814
H: -0.746 -1.697 -1.336
H: 1.789 0.559 -0.719
H: 0.789 1.854 -0.029
H: 0.742 1.537 -1.777
O: -0.567 0.147 2.195
C: -0.266 -0.671 1.195
N: 0.000 -1.819 0.938
H: -0.834 -0.363 2.975

***

In order of decreasing stability: version b, version a.

***

Version a
Entry from the OMol25 dataset: a single C3H5NO3 molecule (ωB97M-V with the def2-TZVPD basis set).

Output
HOMO-LUMO gap in eV: 10.8
SMILES: C=NOC(=O)CO
Net charge: 0
HOMO energy in eV: -10.16

Cartesian coordinates (Å):
C: -2.554 0.133 -0.118
N: -1.556 -0.035 0.694
O: -0.429 -0.098 -0.050
C: 0.633 -0.282 0.834
O: 0.572 -0.673 1.957
C: 1.932 0.053 -0.017
O: 1.775 -0.352 -1.328
H: -3.632 0.518 0.300
H: -2.362 0.165 -1.231
H: 1.985 1.177 0.107
H: 2.870 -0.551 0.398
H: 0.768 -0.056 -1.547

***

Version b
Entry from the OMol25 dataset: a single C3H5NO3 molecule (ωB97M-V with the def2-TZVPD basis set).

Output
HOMO-LUMO gap in eV: 10.4
SMILES: C[C@H](C=O)[N+](=O)[O-]
Net charge: 0
HOMO energy in eV: -10.59

Cartesian coordinates (Å):
C: -0.787 1.172 0.004
C: 0.024 -0.042 -0.358
C: -0.527 -1.495 0.154
O: -1.504 -1.793 0.706
N: 1.507 0.032 0.131
O: 2.354 -0.346 -0.679
O: 1.828 0.612 1.157
H: -1.829 0.930 0.238
H: -1.095 1.977 -0.726
H: -0.436 1.521 1.021
H: 0.205 -0.313 -1.447
H: 0.260 -2.256 -0.201

***

In order of decreasing stability: version a, version b.

***

Version a
Entry from the OMol25 dataset: a single C3H5NO3 molecule (ωB97M-V with the def2-TZVPD basis set).

Output
HOMO-LUMO gap in eV: 10.7
SMILES: C=C(OO)C(N)=O
Net charge: 0
HOMO energy in eV: -10.09

Cartesian coordinates (Å):
C: 0.340 -1.639 0.292
C: 0.162 -0.343 0.080
O: 1.254 0.885 -0.067
O: 2.537 0.409 -0.266
C: -1.226 0.186 -0.039
N: -1.358 1.476 0.322
O: -2.197 -0.416 -0.507
H: 1.406 -2.054 0.170
H: -0.617 -2.299 0.244
H: 2.590 -0.032 -1.167
H: -0.564 1.896 0.777
H: -2.327 1.930 0.161

***

Version b
Entry from the OMol25 dataset: 2 unconnected molecules or ions with the total composition C3H5NO3 (ωB97M-V with the def2-TZVPD basis set).

Output
HOMO-LUMO gap in eV: 10.5
SMILES: O=C/N=C/O.C=O
Net charge: 0
HOMO energy in eV: -9.85

Cartesian coordinates (Å):
O: 1.396 -0.075 -1.803
C: 1.576 0.346 -0.722
N: 0.832 0.107 0.394
C: 0.133 0.933 1.005
O: -0.564 0.709 2.161
H: 2.567 0.791 -0.569
H: -0.036 1.955 0.496
H: -0.382 -0.191 2.581
C: -1.389 -1.164 -0.885
O: -1.853 -0.235 -0.343
H: -1.875 -1.837 -1.716
H: -0.405 -1.337 -0.600

***

Version c
Entry from the OMol25 dataset: a molecular structure, C3H5NO3 (ωB97M-V with the def2-TZVPD basis set).

Output
HOMO-LUMO gap in eV: 9.3
Net charge: 0
HOMO energy in eV: -10.10

Cartesian coordinates (Å):
N: 1.433 0.412 1.022
C: 0.059 0.383 0.938
O: -0.643 1.365 0.949
C: -0.610 -0.944 0.765
O: -1.041 -0.804 -1.060
C: -0.559 0.198 -1.842
O: 0.129 1.132 -1.521
H: 1.987 -0.381 0.723
H: 1.788 1.296 0.678
H: -0.077 -1.800 1.273
H: -1.659 -0.961 1.006
H: -0.808 0.105 -2.932

***

In order of decreasing stability: version c, version b, version a.

***

Version a
Entry from the OMol25 dataset: a single C3H5NO3 molecule (ωB97M-V with the def2-TZVPD basis set).

Output
HOMO-LUMO gap (spin up / spin down) in eV: 8.4 / 8.0
Net charge: 0
HOMO energy (spin up / spin down) in eV: -7.94 / -7.89

Cartesian coordinates (Å):
C: 1.084 -0.281 -0.047
C: -0.299 -0.679 0.282
C: 0.624 1.178 -1.743
O: -0.952 0.359 1.092
O: 1.443 0.412 -1.097
N: -1.563 0.058 2.240
O: -1.588 -1.090 2.572
H: 1.904 -0.580 0.585
H: -0.305 -1.622 0.838
H: -0.926 -0.789 -0.608
H: 0.967 1.625 -2.659
H: -0.388 1.409 -1.456

***

Version b
Entry from the OMol25 dataset: a single C3H5NO3 molecule (ωB97M-V with the def2-TZVPD basis set).

Output
HOMO-LUMO gap in eV: 11.3
SMILES: N[C@@H]1OCC(=O)O1
Net charge: 0
HOMO energy in eV: -10.53

Cartesian coordinates (Å):
N: 0.152 -1.562 -0.193
C: 0.357 -0.377 -0.977
O: 1.210 0.505 -0.308
C: 0.392 1.129 0.667
C: -1.030 0.877 0.176
O: -2.071 1.172 0.682
O: -0.914 0.247 -1.030
H: -0.604 -2.114 -0.584
H: 0.991 -2.124 -0.113
H: 0.734 -0.502 -1.998
H: 0.596 2.203 0.677
H: 0.547 0.715 1.668

***

In order of decreasing stability: version b, version a.